Record 1
{"formula": "H6O4Si2", "method": "ωB97M-V/def2-TZVPD", "total_energy_ha": -883.64140, "relative_energy_kcal_mol": 65.0, "homo_ev": -7.685, "orbital_gap_ev": 8.3, "symbols": ["O", "O", "O", "O", "Si", "Si", "H", "H", "H", "H", "H", "H"], "xyz": [[-0.596184, 0.330883, 2.387827], [1.471291, -0.994133, 1.586971], [-0.125556, -1.410501, -1.787842], [-0.237575, 1.062994, -2.490446], [0.752558, 0.407063, 1.392942], [-0.684857, 0.049528, -1.328532], [-1.139731, 1.061166, 2.573847], [0.798342, -1.659038, 1.507367], [-0.401463, -2.254964, -1.597476], [0.445620, 1.807465, -2.435999], [1.866035, 1.395803, 1.513468], [-2.148481, 0.203736, -1.322126]], "forces_ev_per_a": [[2.0, -1.0, -0.2], [1.1, -1.2, 0.4], [0.9, 2.4, -0.9], [2.0, 2.8, -1.0], [-2.6, 1.4, -2.5], [1.3, 0.3, 2.7], [-1.0, 1.4, 0.2], [-0.2, -1.0, 0.0], [-1.1, -2.7, 0.8], [-1.6, -2.1, 0.1], [-0.5, 0.1, 0.3], [-0.2, -0.4, 0.2]], "nbo_charge": [-1.1101, -1.0937, -1.1135, -1.1410, 1.4464, 1.4527, 0.5006, 0.4950, 0.5033, 0.5273, -0.2206, -0.2462]}

***

Record 2
{"formula": "C15H37ClFN10O19P", "method": "ωB97M-V/def2-TZVPD", "total_energy_ha": -3471.55173, "homo_ev": -8.822, "orbital_gap_ev": 8.8, "symbols": ["C", "C", "C", "O", "C", "C", "O", "N", "C", "N", "P", "O", "Cl", "C", "F", "H", "H", "H", "H", "H", "H", "H", "H", "H", "H", "H", "H", "H", "C", "N", "O", "O", "H", "H", "H", "C", "N", "O", "O", "H", "H", "H", "C", "N", "O", "O", "H", "H", "H", "C", "N", "O", "O", "H", "H", "H", "C", "N", "O", "O", "H", "H", "H", "C", "N", "O", "O", "H", "H", "H", "C", "N", "O", "O", "H", "H", "H", "C", "N", "O", "O", "H", "H", "H"], "xyz": [[2.096423, 0.824240, -0.354035], [1.790845, -0.236249, 0.705713], [0.949505, -1.394348, 0.104213], [-0.374405, -1.452192, 0.614214], [-1.238490, -0.664207, -0.158020], [-2.695608, -1.160235, -0.008330], [-3.087112, -2.289166, -0.005123], [-3.602515, -0.054448, 0.186774], [-2.807936, 1.156031, -0.032719], [-2.784334, 1.394287, -1.467107], [-3.439223, 2.704418, 0.890883], [-3.645803, 3.812475, -0.296652], [-1.706725, 3.396057, 1.882692], [-1.427251, 0.756437, 0.529793], [-1.480183, 0.488536, 1.856086], [1.222067, 1.038551, -0.979204], [2.869475, 0.480351, -1.042217], [2.381164, 1.778673, 0.088357], [2.692108, -0.681120, 1.123667], [1.218437, 0.230002, 1.508598], [1.453967, -2.329228, 0.355505], [0.955768, -1.345315, -0.989895], [-0.866020, -0.511722, -1.170860], [-3.977972, -0.176341, 1.123110], [-3.179740, 0.627924, -1.995310], [-1.854419, 1.634778, -1.788798], [-3.166859, 3.574857, -1.104707], [-0.617432, 1.417798, 0.229524], [2.230390, 4.436051, -2.903044], [1.699426, 3.259886, -3.641118], [2.329391, 2.860585, -4.595084], [0.664810, 2.780697, -3.230021], [3.150605, 4.753461, -3.378519], [1.475644, 5.215413, -2.947053], [2.405249, 4.123082, -1.877581], [3.630936, 0.837477, 4.519240], [4.055074, 1.120845, 3.123843], [3.371096, 1.870218, 2.463302], [5.065378, 0.572206, 2.732113], [2.721122, 1.390294, 4.720964], [3.464090, -0.233475, 4.596966], [4.437579, 1.157721, 5.173041], [-5.310685, -1.939917, -2.217622], [-4.950035, -1.548339, -3.603123], [-5.336139, -2.231767, -4.521853], [-4.274034, -0.540362, -3.717859], [-5.899099, -2.849198, -2.253987], [-4.383568, -2.092888, -1.677275], [-5.877364, -1.120942, -1.781661], [-6.589113, 1.741000, -4.043909], [-7.001464, 2.256472, -2.712464], [-6.259825, 2.044845, -1.775294], [-8.055514, 2.850797, -2.653170], [-5.632181, 1.247700, -3.931811], [-7.355763, 1.045591, -4.374067], [-6.516618, 2.585919, -4.721925], [7.827196, 2.426482, 3.627448], [7.624413, 2.529775, 5.096937], [8.604425, 2.550163, 5.805705], [6.475816, 2.587566, 5.489659], [8.891296, 2.384439, 3.428071], [7.327601, 1.521406, 3.292597], [7.378161, 3.305475, 3.174865], [0.962106, -0.760048, -5.936316], [0.804864, -0.566904, -4.472020], [1.812681, -0.474510, -3.808991], [-0.329538, -0.515557, -4.045372], [2.020289, -0.784182, -6.166647], [0.481399, -1.699006, -6.194082], [0.472746, 0.075549, -6.427267], [0.546653, -5.276802, 1.518074], [1.800324, -5.655863, 0.812775], [2.072192, -6.831791, 0.711070], [2.464038, -4.735869, 0.386427], [0.048118, -6.178648, 1.852884], [0.827872, -4.650173, 2.359337], [-0.067879, -4.725654, 0.810958], [-0.675389, -3.153411, 5.756224], [0.572316, -3.575173, 5.065185], [0.810692, -4.763409, 4.995788], [1.270976, -2.695372, 4.611068], [-1.192177, -4.039770, 6.104277], [-0.387665, -2.514875, 6.585789], [-1.275071, -2.604913, 5.035681]], "forces_ev_per_a": [[0.0, 0.2, -0.1], [-0.7, 0.0, -0.7], [1.2, -0.2, 0.5], [-0.3, -0.3, -1.0], [-0.4, 1.3, 1.7], [-0.3, 0.5, -0.3], [0.2, -0.5, 0.2], [0.8, -0.4, 0.1], [0.7, 0.4, 0.3], [0.5, 0.5, 0.4], [-1.3, 0.6, 0.4], [0.4, -0.8, 0.6], [-0.1, 0.0, -0.5], [0.4, -1.6, -2.6], [-0.1, 0.4, 0.8], [0.0, -0.2, 0.1], [0.1, 0.1, 0.0], [0.3, -0.1, 0.1], [0.2, 0.3, 0.1], [0.0, -0.2, 0.2], [-0.4, -0.1, 0.1], [-0.2, 0.1, 0.0], [-0.4, -0.3, -0.2], [-0.4, 0.3, -0.1], [-0.1, 0.0, -0.1], [0.0, -0.2, -0.3], [-0.1, -0.2, -0.3], [0.0, 0.3, 0.6], [0.2, 0.1, 0.0], [0.2, 0.1, 0.0], [-0.1, -0.1, -0.1], [-0.2, -0.1, 0.0], [0.0, -0.1, 0.0], [-0.1, 0.0, 0.1], [-0.1, 0.0, 0.0], [-0.1, 0.0, 0.2], [-0.1, 0.0, 0.1], [0.0, 0.1, 0.0], [0.1, 0.0, 0.0], [0.0, 0.0, -0.1], [0.1, 0.0, 0.0], [0.1, -0.1, 0.0], [-0.2, -0.2, 0.0], [-0.1, -0.1, 0.2], [0.0, 0.0, -0.1], [0.2, 0.1, -0.1], [0.0, 0.0, -0.1], [-0.1, 0.0, 0.1], [0.1, 0.1, 0.0], [0.2, -0.1, -0.1], [0.0, 0.0, 0.0], [0.0, -0.1, 0.1], [-0.1, 0.0, 0.0], [0.0, 0.0, 0.0], [-0.1, 0.1, 0.0], [-0.1, 0.0, 0.0], [0.2, -0.1, -0.1], [0.1, 0.0, -0.1], [0.0, 0.0, 0.1], [-0.1, 0.0, 0.0], [0.0, 0.0, 0.1], [-0.1, 0.1, 0.0], [-0.1, -0.1, 0.0], [0.1, 0.0, -0.2], [0.1, 0.0, -0.1], [0.0, 0.0, 0.2], [-0.1, 0.0, 0.2], [0.0, 0.0, 0.1], [-0.1, 0.1, 0.0], [-0.1, 0.0, 0.0], [-0.2, -0.1, 0.1], [-0.2, 0.0, 0.1], [0.0, 0.0, 0.0], [0.2, 0.0, -0.1], [0.1, 0.0, 0.0], [0.0, 0.1, -0.1], [0.0, 0.1, 0.0], [-0.2, -0.1, 0.1], [0.0, -0.1, 0.1], [0.0, 0.0, -0.1], [0.1, 0.1, -0.1], [0.1, 0.0, 0.0], [0.0, 0.1, -0.1], [0.1, 0.1, 0.0]], "mulliken_charge": [-0.9628, -0.3161, -0.1214, -0.4757, 0.7575, -0.4879, -0.6684, -0.2935, 1.7451, -0.3697, 0.0259, -0.4169, -0.2545, -1.7621, -0.4419, 0.0693, 0.4104, 0.2614, 0.4114, 0.2718, 0.1098, 0.2687, 0.2858, 0.4081, 0.2269, 0.0494, 0.3921, 0.9375, -0.7121, 0.8103, -0.5357, -0.4154, 0.3094, 0.2931, 0.2352, -0.7214, 0.9885, -0.5322, -0.5720, 0.2973, 0.3222, 0.2258, -0.4801, 0.9050, -0.5724, -0.5373, 0.3284, 0.0777, 0.2400, -0.5824, 0.9212, -0.4866, -0.5672, 0.1198, 0.2922, 0.3094, -0.6307, 0.8786, -0.5259, -0.5464, 0.3291, 0.2220, 0.2618, -0.8613, 0.9214, -0.5032, -0.4846, 0.3086, 0.3168, 0.3058, -0.5208, 0.9550, -0.5831, -0.5498, 0.3309, 0.0756, 0.2715, -0.7271, 0.8157, -0.5045, -0.4319, 0.3146, 0.2877, 0.2532]}

***

Record 3
{"formula": "C50H54MgN3O2Si", "method": "ωB97M-V/def2-TZVPD", "total_energy_ha": -2742.06977, "relative_energy_kcal_mol": 0.0, "charge": -1, "homo_ev": -3.192, "orbital_gap_ev": 5.5, "symbols": ["Mg", "C", "O", "C", "C", "O", "C", "H", "H", "H", "H", "H", "H", "H", "H", "H", "H", "C", "C", "C", "C", "C", "C", "C", "C", "C", "C", "C", "C", "C", "C", "C", "N", "H", "H", "H", "H", "H", "H", "H", "H", "H", "H", "C", "Si", "C", "N", "C", "C", "C", "C", "C", "C", "C", "C", "C", "C", "C", "C", "C", "C", "C", "C", "C", "H", "H", "H", "H", "H", "H", "H", "H", "H", "H", "H", "H", "H", "H", "H", "H", "H", "H", "H", "H", "H", "H", "H", "H", "C", "C", "C", "C", "C", "C", "N", "C", "C", "C", "C", "C", "C", "H", "H", "H", "H", "H", "H", "H", "H", "H", "H"], "xyz": [[0.417519, -0.305770, 1.623673], [2.765084, -2.592211, 2.932179], [2.634969, -1.273598, 2.373581], [3.784616, -0.881150, 1.591655], [3.681432, 0.564636, 1.324576], [2.586660, 0.797938, 0.459180], [2.843992, 1.755970, -0.543978], [2.670055, -3.400371, 2.164063], [1.936835, -2.740012, 3.625577], [3.681962, -2.685719, 3.449302], [3.816286, -1.365335, 0.625875], [4.688374, -1.136282, 2.215706], [4.628792, 0.876180, 0.823620], [3.539937, 1.084972, 2.264116], [3.877883, 1.688270, -0.952101], [2.677178, 2.758926, -0.121144], [2.209838, 1.546932, -1.381275], [-2.932402, -2.552369, 3.548759], [-3.115084, -3.629136, 2.720888], [-2.141698, -3.885136, 1.719261], [-1.064466, -3.028852, 1.599366], [-0.898943, -1.871107, 2.369501], [-1.808120, -1.695440, 3.380317], [-0.039294, -3.311049, 0.567579], [0.239898, -4.701341, 0.266263], [1.237595, -5.018190, -0.577495], [1.990976, -4.010464, -1.190007], [3.045622, -4.220913, -2.091578], [3.609108, -3.191841, -2.804502], [3.078285, -1.865902, -2.641922], [2.157271, -1.619118, -1.661878], [1.566163, -2.677087, -0.921519], [0.609353, -2.331535, 0.022406], [-3.691959, -2.441339, 4.333687], [-3.992598, -4.209831, 2.738787], [-2.260344, -4.729547, 1.021396], [-1.739574, -0.802796, 3.999570], [-0.391657, -5.432605, 0.792790], [1.393680, -6.075218, -0.828365], [3.401079, -5.215192, -2.223617], [4.371902, -3.399239, -3.542499], [3.459772, -1.060719, -3.196181], [1.820906, -0.603789, -1.470248], [0.758633, 1.213887, 3.185327], [-0.226066, 2.595144, 2.607785], [-1.575634, 1.936649, 1.444062], [-1.082995, 0.969811, 0.457222], [-0.494138, 1.596514, -0.720574], [-1.578699, 2.115951, -1.761124], [-3.024509, 2.143730, -1.232733], [-3.413319, 0.909394, -0.433364], [-2.170619, 0.067636, -0.070230], [-1.407517, 3.590715, 3.777039], [-2.059774, 2.852692, 4.746706], [-2.975721, 3.473952, 5.574206], [-3.197131, 4.845332, 5.504538], [-2.549900, 5.577152, 4.558960], [-1.692373, 4.952693, 3.686765], [0.818665, 3.886049, 1.713585], [2.152139, 4.168839, 2.054009], [2.839125, 5.232499, 1.451286], [2.256254, 5.973892, 0.438639], [0.921919, 5.738442, 0.102481], [0.213483, 4.762117, 0.762894], [0.341421, 0.628688, 3.969710], [1.747298, 1.469957, 3.495011], [-2.112496, 2.777375, 1.045743], [-2.247613, 1.438568, 2.171286], [0.140031, 0.816020, -1.260234], [0.167821, 2.402332, -0.399795], [-1.496883, 1.481910, -2.657640], [-1.311823, 3.107483, -2.039186], [-3.708137, 2.256639, -2.095079], [-3.188156, 3.041532, -0.622883], [-4.116475, 0.289341, -0.977619], [-3.916902, 1.268999, 0.457084], [-1.740052, -0.387527, -0.944131], [-2.359415, -0.705942, 0.652820], [-1.915822, 1.774589, 4.788567], [-3.426796, 2.954648, 6.427390], [-3.848594, 5.303692, 6.226392], [-2.771689, 6.643827, 4.478336], [-1.177033, 5.486317, 2.880836], [2.700300, 3.511490, 2.698914], [3.892087, 5.443263, 1.719285], [2.814255, 6.785820, -0.096352], [0.464894, 6.285309, -0.716091], [-0.845896, 4.646012, 0.479220], [-3.545436, -4.280413, -3.372953], [-3.014918, -3.829228, -2.154610], [-2.152873, -2.762817, -2.121939], [-1.766485, -2.075231, -3.265014], [-2.292892, -2.512873, -4.477539], [-3.211898, -3.554316, -4.549160], [-0.850879, -1.047716, -3.174995], [0.129814, -1.019589, -4.107299], [0.626667, -2.177234, -4.817595], [1.686930, -2.065672, -5.679639], [2.495006, -0.913360, -5.789170], [2.008210, 0.194547, -5.126605], [0.886503, 0.191557, -4.302137], [-4.109280, -5.172301, -3.370625], [-3.192376, -4.364016, -1.216399], [-1.652330, -2.452247, -1.165582], [-2.037553, -2.037036, -5.434146], [-3.584571, -3.877578, -5.552055], [0.087137, -3.099917, -4.690246], [2.056369, -2.965010, -6.191778], [3.320553, -0.861634, -6.445959], [2.556186, 1.127847, -5.155870], [0.615086, 1.117184, -3.773114]], "forces_ev_per_a": [[0.3, -0.2, -0.1], [-1.6, 0.0, -1.3], [0.4, -0.5, -0.4], [0.0, -1.1, 1.5], [0.6, 0.7, -0.4], [0.1, -0.5, 0.0], [0.8, 0.6, 0.1], [0.2, 0.7, 0.3], [0.0, 0.2, 0.0], [1.2, -0.1, 0.6], [0.0, -0.7, -0.2], [-0.5, 0.4, -0.8], [-0.5, 0.0, 0.4], [0.0, 0.4, 0.2], [-0.4, -0.1, 0.5], [0.0, -0.1, -0.4], [-0.6, 0.1, -0.3], [0.2, 0.3, 0.7], [1.7, 0.2, -1.6], [-0.9, -0.3, 0.5], [0.1, -0.1, -0.4], [0.8, 0.3, -0.2], [-1.6, -0.1, 0.5], [-0.2, -1.5, 0.5], [-1.0, 0.8, 0.8], [-0.1, -1.5, 0.0], [-0.5, 1.5, 0.1], [0.3, 0.6, -0.3], [-1.0, 0.7, 0.2], [0.4, -1.7, 1.2], [-0.2, -0.1, 0.0], [0.4, 0.7, -0.1], [1.0, 0.2, -0.7], [0.4, 0.5, -0.2], [-0.9, -0.7, 0.3], [-0.1, 0.5, 0.4], [-0.1, -0.1, 0.2], [0.6, 0.2, -0.5], [0.3, 0.4, 0.1], [0.2, -0.7, -0.2], [0.1, 0.1, 0.0], [0.4, 0.8, -0.8], [-0.1, -0.3, -0.1], [-0.2, 0.4, -0.8], [-0.5, 0.3, 0.1], [0.7, -0.3, 1.1], [-0.4, -1.0, -0.1], [0.1, -0.3, -1.4], [0.5, -1.0, 0.6], [0.0, 0.4, -0.8], [0.5, -0.5, 0.2], [0.0, 1.3, 0.3], [0.8, -0.2, -0.5], [-0.6, -0.3, 0.0], [-0.1, 0.0, 1.4], [-0.2, -1.0, 0.7], [-0.3, 1.3, -0.6], [1.1, -0.3, -1.0], [0.0, 1.2, -0.2], [-0.4, 0.3, -0.9], [0.8, -0.1, 0.0], [0.1, 0.9, -0.4], [0.5, 0.1, -0.2], [-0.4, -0.9, 0.3], [-0.6, -0.6, 0.8], [0.8, 0.2, 0.1], [-0.5, 0.3, -0.4], [0.1, 0.0, -0.5], [-0.9, 0.9, 0.6], [-0.1, 0.0, 0.0], [-0.2, 0.1, 0.3], [0.3, 0.9, -0.4], [0.3, 0.0, 0.3], [0.1, -0.1, -0.1], [-0.1, -0.2, -0.1], [-0.2, -0.3, 0.3], [0.0, -0.3, -0.5], [-0.3, -0.2, 0.4], [0.1, 0.1, 0.3], [0.0, -0.1, -0.5], [-0.2, 0.2, 0.1], [0.2, -0.2, -0.1], [-0.3, 0.2, 0.4], [0.1, -0.2, 0.5], [-0.7, -0.2, -0.1], [-0.5, -0.9, 0.6], [0.0, 0.1, 0.2], [0.5, -0.2, 0.2], [0.8, 1.5, -0.2], [-0.2, -0.7, -0.3], [0.7, 0.6, 1.7], [1.0, 0.4, -0.1], [-1.3, -0.2, -1.3], [0.0, -1.0, 0.4], [0.1, 0.0, -0.5], [0.5, 0.4, 0.5], [-0.6, 1.2, -0.1], [1.4, -0.7, 0.0], [-1.9, -0.5, 0.2], [0.0, 0.9, 0.9], [0.0, -0.7, -0.2], [-0.8, -0.7, -0.3], [-0.2, 0.1, -0.4], [-0.8, -0.4, -1.1], [0.1, 0.0, 0.6], [0.2, 0.3, 1.0], [0.1, -0.3, -0.1], [-0.3, 0.2, 0.1], [0.8, 0.0, -0.5], [0.2, 0.2, -0.2], [-0.1, -0.5, -0.2]], "mulliken_charge": [2.1579, -0.9270, -0.3601, -0.4736, -0.8901, 0.2967, -0.7317, 0.1613, 0.2257, 0.5130, 0.0393, 0.6306, 0.6213, 0.0873, 0.5438, -0.1375, 0.1345, -0.9049, -1.1756, -0.3564, 1.9473, -0.7880, -0.2043, -0.2577, -1.0450, -1.4294, 0.9134, -0.7310, -1.2932, -0.8503, 0.9304, -0.6902, 1.6533, 0.3403, 0.4558, 0.1755, 0.2211, 0.5679, 0.3701, 0.4608, 0.3582, 0.8057, -0.4696, -1.1662, -1.4324, -0.8625, 0.8484, 2.2264, -1.2776, -1.1142, -0.7974, -0.2482, 0.7323, -0.4169, -0.7106, -0.4542, -0.6942, -0.1731, 0.8386, -0.4224, -0.5270, -0.5286, -0.7550, 0.2414, 0.6278, 0.5213, 0.3410, 0.7914, -1.7649, -0.3889, 0.4528, 0.5445, 0.5471, 0.2469, 0.6533, 0.2228, -0.5505, 0.2462, 0.2274, 0.3137, 0.3853, 0.3622, 0.2468, 0.2264, 0.3394, 0.3033, 0.4167, 0.3295, -0.7208, -0.5162, 1.4342, -0.5941, -0.2749, -0.5597, 0.1783, 0.0610, -0.2827, -0.8052, -0.7471, -0.5543, -0.1686, 0.4520, 0.2576, -0.4833, 0.3800, 0.2938, 0.5198, 0.2538, 0.4609, 0.3589, 0.2130]}

***

Record 4
{"formula": "H4NO2SSi", "method": "ωB97M-V/def2-TZVPD", "total_energy_ha": -895.25837, "relative_energy_kcal_mol": 72.2, "charge": -1, "homo_ev": -2.849, "orbital_gap_ev": 5.6, "symbols": ["N", "O", "O", "Si", "S", "H", "H", "H", "H"], "xyz": [[-1.385034, -2.538607, -2.153537], [-0.395877, 2.808838, 2.560799], [0.955288, 1.509742, 0.785198], [-0.169952, -1.877969, -1.292810], [0.916143, 2.503839, 1.876233], [1.019370, 4.006003, 1.320163], [-1.877743, -3.229239, -1.564115], [0.681150, -0.705222, -1.456461], [0.256657, -2.477387, -0.075470]], "forces_ev_per_a": [[0.4, 0.5, 0.6], [0.2, -1.0, -0.7], [-0.8, 0.0, -0.9], [-0.9, -0.2, -0.3], [0.4, 2.6, 1.8], [0.2, -1.7, -0.3], [0.4, 0.2, -0.5], [-0.1, 0.2, -0.8], [0.3, -0.6, 1.1]], "nbo_charge": [-1.3330, -1.0661, -1.0579, 1.3605, 1.3299, -0.2018, 0.3648, -0.1554, -0.2411]}